(1)
Formula: C12H18BF14Hf2NO10S3
Source: the Open Molecules 2025 dataset
Level of theory: the ωB97M-V functional and the def2-TZVPD basis

Output
expectation value of S² = 0.752
lowest unoccupied orbital energy (spin up / spin down) = -13.48 / -13.48 eV
E_HOMO (spin up / spin down) = -18.39 / -19.34 eV
total charge = +3
gap between HOMO and LUMO (spin up / spin down) = 4.9170 / 5.8536 eV
2S+1 = 2
relative energy (zero: lowest compared OMol25 entry of this formula, charge and spin) = 237.6 kJ/mol

Cartesian coordinates (Å):
Hf1 1.2866 -1.0516 3.3014
Hf2 1.3729 -2.2341 -1.1259
C1 4.5988 0.8330 0.4770
F1 5.1496 1.5047 1.4648
F2 3.4476 1.4192 0.0798
F3 5.3486 0.8406 -0.6003
S1 4.2342 -0.9855 0.9577
O1 3.3928 -0.9511 2.1744
O2 3.4001 -1.5492 -0.1578
O3 5.5172 -1.6266 1.1419
C2 2.0317 -5.9032 2.2897
F4 0.8991 -5.7771 2.9149
F5 2.9019 -6.4594 3.1104
F6 1.8772 -6.6038 1.1796
S2 2.6229 -4.0763 1.7888
O4 2.0466 -3.7412 0.4847
O5 2.0924 -3.0989 2.7734
O6 4.0603 -4.1124 1.8229
C3 -2.9844 -2.3761 1.2242
F7 -3.7112 -2.7478 2.2218
F8 -3.4866 -2.7764 0.0760
F9 -2.8099 -1.0578 1.1428
S3 -1.2134 -3.1180 1.4091
O7 -0.5156 -2.4617 2.5571
O8 -1.3739 -4.5352 1.5350
O9 -0.4536 -2.8653 0.1345
B1 2.1026 1.8043 3.5699
F10 1.8073 0.8116 4.4966
F11 1.5874 1.0584 2.4647
F12 1.3231 2.8654 3.8307
F13 3.4203 1.9742 3.3741
F14 1.1041 -0.9939 0.9028
C4 0.7760 2.2646 -0.5978
C5 -0.7186 2.2672 -1.0036
C6 -0.9826 3.5995 -1.7166
C7 -2.2985 3.7757 -2.4586
C8 -2.6063 2.5465 -3.3302
C9 -2.4349 1.1785 -2.6128
N1 -1.0953 1.1873 -1.9673
O10 -0.7322 -0.0867 -1.4987
C10 -3.6007 0.9130 -1.6316
C11 -2.4471 0.1654 -3.8007
C12 -1.6038 2.2601 0.2535
H1 1.0822 3.3090 -0.5732
H2 1.4212 1.9126 -1.4062
H3 0.8572 1.6419 0.2894
H4 -0.9675 4.4728 -1.0633
H5 -0.2310 3.7771 -2.4903
H6 -2.3349 4.6413 -3.1191
H7 -3.1421 3.9325 -1.7820
H8 -1.9691 2.5976 -4.2140
H9 -3.6352 2.6587 -3.6719
H10 -4.4765 0.4999 -2.1315
H11 -3.3429 0.1327 -0.9146
H12 -3.9171 1.7901 -1.0731
H13 -2.3949 -0.8785 -3.4878
H14 -3.3375 0.2494 -4.4209
H15 -1.5805 0.3323 -4.4411
H16 -2.5624 2.7494 0.1066
H17 -1.1353 2.8397 1.0515
H18 -1.6663 1.2614 0.6890

=====

(2)
Formula: C6H12BF3
Source: the Open Molecules 2025 dataset
Level of theory: the ωB97M-V functional and the def2-TZVPD basis

Output
lowest unoccupied orbital energy = 0.51 eV
SMILES = CCB(CC)[C@@H](F)C(F)F
E_HOMO = -10.61 eV
total charge = 0
gap between HOMO and LUMO = 11.1181 eV
relative energy (zero: lowest compared OMol25 entry of this formula, charge and spin) = 110.4 kJ/mol

Cartesian coordinates (Å):
B1 -0.0690 -0.0366 -0.2579
C1 0.1918 -0.6750 2.2641
C2 -1.0770 2.1774 0.9120
C3 0.9134 -0.4804 0.8536
C4 -1.1787 1.1022 -0.2371
C5 -0.0847 -0.9198 -1.5587
C6 1.2069 -1.2268 -2.2736
F1 -0.9145 -0.3356 -2.5563
F2 1.0056 -2.0340 -3.3638
F3 1.6629 -0.0487 -2.7578
H1 0.0425 0.3763 2.8247
H2 -0.7272 -1.1329 2.1114
H3 0.8890 -1.2889 2.8222
H4 -0.0302 2.3074 1.2214
H5 -1.6518 2.9783 0.4876
H6 -1.6861 2.0296 1.8813
H7 1.8177 0.0882 1.0010
H8 1.5059 -1.4142 0.5086
H9 -2.0593 0.4546 0.0379
H10 -1.2638 1.6423 -1.1749
H11 -0.5928 -1.9055 -1.0810
H12 2.0996 -1.6578 -1.6646

=====

(3)
Formula: C2H4BrN2P
Source: the Open Molecules 2025 dataset
Level of theory: the ωB97M-V functional and the def2-TZVPD basis

Output
lowest unoccupied orbital energy = -1.39 eV
SMILES = N#P1CCN1Br
E_HOMO = -8.89 eV
total charge = 0
gap between HOMO and LUMO = 7.4976 eV
relative energy (zero: lowest compared OMol25 entry of this formula, charge and spin) = 209.7 kJ/mol

Cartesian coordinates (Å):
C1 0.0075 0.4620 -0.8535
C2 -0.2226 0.7289 0.6469
N1 0.6662 -1.3993 2.6185
N2 -0.3584 -0.9671 -0.7932
P1 0.3749 -0.9739 1.1787
Br1 -0.0069 -1.9383 -2.2113
H1 -0.7559 1.0237 -1.3616
H2 1.1000 0.5344 -1.3404
H3 0.3632 1.6901 1.0263
H4 -1.1679 0.8396 1.0897

=====

(4)
Formula: C31H32AsCl2N6O8S3SiY
Source: the Open Molecules 2025 dataset
Level of theory: the ωB97M-V functional and the def2-TZVPD basis

Output
lowest unoccupied orbital energy = 3.69 eV
E_HOMO = -1.74 eV
total charge = -2
gap between HOMO and LUMO = 5.4347 eV
relative energy (zero: lowest compared OMol25 entry of this formula, charge and spin) = 0.0 kJ/mol

Cartesian coordinates (Å):
Y1 1.4004 -0.5566 0.9579
O1 3.2352 -2.0026 -1.0790
As1 4.2707 -0.5986 -0.6011
O2 5.8471 -0.9055 -0.8748
O3 3.6744 -0.3768 0.9305
C1 3.4278 0.6141 -1.8686
C2 3.3429 0.0946 -3.1590
C3 2.7009 0.7917 -4.1711
C4 2.1310 2.0256 -3.8953
C5 2.2103 2.5526 -2.6172
C6 2.8487 1.8565 -1.5991
S1 2.8080 2.6181 0.0362
O4 4.1625 2.5786 0.5232
O5 2.2441 3.9390 -0.1572
O6 1.8589 1.7617 0.8024
H1 3.6132 -2.7976 -0.6847
H2 3.7564 -0.8850 -3.3626
H3 2.6393 0.3610 -5.1641
H4 1.6054 2.5753 -4.6675
H5 1.7490 3.4998 -2.3751
Cl1 -0.2199 -8.1837 0.4612
C7 -0.1410 -6.4357 0.5390
C8 -1.1940 -5.6820 0.0069
C9 -1.1510 -4.3184 0.0618
Cl2 -2.4788 -3.3996 -0.5835
C10 -0.0516 -3.5921 0.6296
O7 -0.0381 -2.3267 0.6544
C11 0.9820 -4.4088 1.1734
C12 2.1125 -3.8087 1.8500
O8 2.3682 -2.6209 1.9440
C13 0.9229 -5.8080 1.1225
H6 -2.0422 -6.1784 -0.4450
H7 2.7991 -4.5309 2.3311
H8 1.7319 -6.3869 1.5531
C14 2.8065 0.9300 4.7202
Si1 1.3941 -0.1107 3.9646
C15 -0.1577 0.7453 4.7245
C16 1.4837 -1.7071 5.0377
H9 2.7308 0.9747 5.8145
H10 2.7874 1.9507 4.3284
H11 3.7786 0.5070 4.4550
H12 -0.0925 0.8012 5.8181
H13 -1.0703 0.2000 4.4619
H14 -0.2670 1.7662 4.3428
H15 1.4043 -1.4826 6.1092
H16 2.4320 -2.2254 4.8684
H17 0.6781 -2.4016 4.7761
S2 0.9508 -3.3239 -3.0579
C17 -0.3383 -2.4956 -3.7262
N1 -0.2094 -1.2332 -4.1670
C18 -1.3468 -0.4193 -4.5642
C19 -2.5750 -0.8619 -3.7884
C20 -2.8032 -2.3400 -4.0464
N2 -1.5588 -3.0777 -3.8672
H18 0.6325 -0.7725 -3.8525
H19 -1.5250 -0.5181 -5.6432
H20 -1.1123 0.6188 -4.3404
H21 -3.4484 -0.2834 -4.0927
H22 -2.3983 -0.6791 -2.7261
H23 -3.1806 -2.4862 -5.0659
H24 -3.5467 -2.7461 -3.3578
H25 -1.6039 -3.9690 -3.4017
S3 -1.3760 2.1780 -2.1206
C21 -0.4018 0.9743 -1.5799
N3 0.3035 0.1331 -1.1811
N4 -4.5140 8.5266 0.9190
C22 -4.1134 7.4494 0.9681
C23 -3.6173 6.1011 1.0419
C24 -4.1452 5.1189 0.2058
C25 -3.6791 3.8223 0.2798
C26 -2.6958 3.4930 1.2101
C27 -2.1585 4.4725 2.0405
C28 -2.6123 5.7729 1.9496
N5 -2.2391 2.1723 1.2959
C29 -2.9566 1.0194 1.0111
C30 -2.0723 -0.0024 1.1095
N6 -0.8343 0.4924 1.4474
C31 -0.9562 1.7846 1.5377
H26 -4.9045 5.3856 -0.5171
H27 -4.0286 3.0634 -0.4057
H28 -1.3925 4.2086 2.7568
H29 -2.1964 6.5389 2.5897
H30 -4.0063 1.0442 0.7818
H31 -2.2242 -1.0570 0.9595
H32 -0.1500 2.4824 1.7040

=====

(5)
Formula: C31H48FN3O17S
Source: the Open Molecules 2025 dataset
Level of theory: the ωB97M-V functional and the def2-TZVPD basis

Output
lowest unoccupied orbital energy = -1.52 eV
SMILES = C#Cc1cc(S(=O)(=O)F)cc2nc(CN)cnc12.CCOC(=O)OC.CCOC(=O)OC.CCOC(=O)OC.CCOC(=O)OC.CCOC(=O)OC
E_HOMO = -9.65 eV
total charge = 0
gap between HOMO and LUMO = 8.1284 eV

Cartesian coordinates (Å):
C1 2.5339 -4.5788 -0.8762
C2 2.9103 -4.0980 -1.9188
C3 3.2770 -3.1162 -2.9729
C4 4.6131 -2.8680 -3.2529
C5 4.9620 -1.8685 -4.2633
S1 6.6426 -1.4442 -4.7193
O1 7.1340 -0.4737 -3.7873
O2 6.6639 -0.9507 -6.0612
F1 7.6020 -2.7276 -4.6628
C6 3.9326 -1.1957 -4.9167
C7 2.5309 -1.4736 -4.6619
N1 1.6092 -0.7483 -5.3676
C8 0.3694 -1.0838 -5.0558
C9 -0.7847 -0.3413 -5.7837
N2 -0.7049 1.1207 -5.4838
C10 0.0326 -2.1082 -4.0726
N3 0.9006 -2.7975 -3.3486
C11 2.1797 -2.4453 -3.6783
H1 2.0274 -4.9266 0.0237
H2 5.4469 -3.3863 -2.7530
H3 4.2107 -0.4224 -5.6559
H4 -0.5455 -0.4308 -6.8664
H5 -1.7797 -0.7550 -5.5398
H6 -0.1998 1.2113 -4.6000
H7 -0.0861 1.5240 -6.1867
H8 -1.0402 -2.3253 -3.9114
C12 -2.2766 3.7883 -2.9158
C13 -2.8382 2.4262 -3.2717
O3 -3.0475 1.6174 -2.1019
C14 -4.1009 1.9433 -1.3472
O4 -4.8798 2.8344 -1.5628
O5 -4.1302 1.1129 -0.3003
C15 -5.1534 1.4132 0.6517
H9 -1.3649 3.6828 -2.3234
H10 -2.0513 4.3577 -3.8184
H11 -2.9811 4.3649 -2.3159
H12 -2.1186 1.8872 -3.8871
H13 -3.7608 2.5090 -3.8492
H14 -6.1346 1.4533 0.1802
H15 -4.9304 2.3557 1.1524
H16 -5.1575 0.6179 1.3942
C16 -4.0387 -5.7781 1.9126
C17 -2.7571 -5.5114 2.6763
O6 -1.6582 -5.2516 1.7905
C18 -1.6580 -4.0511 1.2064
O7 -2.4789 -3.1850 1.3615
O8 -0.5948 -3.9809 0.3994
C19 -0.5358 -2.7764 -0.3686
H17 -3.8936 -6.5875 1.1945
H18 -4.8435 -6.0489 2.5971
H19 -4.3534 -4.9016 1.3459
H20 -2.4852 -6.3989 3.2467
H21 -2.8741 -4.6924 3.3885
H22 -0.5823 -1.8963 0.2723
H23 -1.3459 -2.7614 -1.0982
H24 0.4108 -2.7671 -0.9010
C20 9.4951 1.4988 -1.8459
C21 9.9465 1.0791 -3.2300
O9 10.7989 2.0696 -3.8272
C22 12.0413 2.1280 -3.3478
O10 12.5035 1.4307 -2.4823
O11 12.6865 3.1124 -3.9852
C23 14.0036 3.3520 -3.4919
H25 9.0197 2.4811 -1.8812
H26 8.7890 0.7750 -1.4379
H27 10.3387 1.5776 -1.1594
H28 9.0780 0.9900 -3.8786
H29 10.4416 0.1064 -3.2162
H30 14.6028 2.4423 -3.5032
H31 13.9545 3.7639 -2.4836
H32 14.4705 4.0851 -4.1464
C24 -6.0505 5.0114 5.9616
C25 -5.4888 5.8860 4.8585
O12 -4.0629 5.7628 4.7614
C26 -3.6180 4.6342 4.2068
O13 -4.2975 3.7351 3.7837
O14 -2.2820 4.6636 4.2197
C27 -1.6739 3.4612 3.7473
H33 -5.5565 5.2296 6.9104
H34 -7.1230 5.1752 6.0724
H35 -5.8869 3.9542 5.7526
H36 -5.6890 6.9319 5.0895
H37 -5.9561 5.6719 3.8956
H38 -2.0332 3.1993 2.7525
H39 -1.8637 2.6477 4.4480
H40 -0.6013 3.6348 3.6957
C28 -4.2767 -0.5908 4.6276
C29 -4.8911 -1.9418 4.3196
O15 -5.1362 -2.6937 5.5178
C30 -6.1782 -2.2924 6.2491
O16 -6.9184 -1.3801 5.9899
O17 -6.2480 -3.0719 7.3338
C31 -7.2625 -2.6823 8.2594
H41 -3.3726 -0.7110 5.2280
H42 -4.0254 -0.0643 3.7060
H43 -4.9599 0.0348 5.2023
H44 -4.1892 -2.5287 3.7266
H45 -5.8076 -1.8451 3.7347
H46 -8.2374 -2.6228 7.7771
H47 -7.0034 -1.7264 8.7152
H48 -7.3044 -3.4407 9.0381

=====

(6)
Formula: C32H35MoN5O2SSe2
Source: the Open Molecules 2025 dataset
Level of theory: the ωB97M-V functional and the def2-TZVPD basis

Output
lowest unoccupied orbital energy (spin up / spin down) = -7.99 / -7.99 eV
E_HOMO (spin up / spin down) = -11.93 / -11.93 eV
total charge = +2
gap between HOMO and LUMO (spin up / spin down) = 3.9363 / 3.9351 eV

Cartesian coordinates (Å):
Mo1 0.0169 -1.5606 -1.1925
S1 -1.3726 -0.3292 0.3951
C1 -0.5361 -0.7230 1.8192
N1 -0.9998 -0.0477 2.9491
N2 -0.5226 -0.0988 4.1106
C2 0.4705 -0.8822 4.7852
C3 0.5991 -2.2533 4.5965
C4 1.5278 -2.9313 5.3612
C5 2.3162 -2.2469 6.2821
C6 2.1566 -0.8815 6.4764
C7 1.2099 -0.1919 5.7406
N3 0.5151 -1.5127 1.8098
N4 0.7023 -1.9188 0.5649
C8 1.8980 -2.5985 0.1887
C9 3.1454 -2.0469 0.5250
C10 4.2883 -2.6880 0.1174
C11 4.2047 -3.8696 -0.6343
C12 2.9806 -4.4144 -0.9489
C13 1.8019 -3.7889 -0.5230
H1 -0.9735 0.5892 4.7181
H2 -0.0384 -2.7813 3.9060
H3 1.6298 -4.0019 5.2528
H4 3.0451 -2.7887 6.8689
H5 2.7533 -0.3584 7.2098
H6 1.0562 0.8691 5.8961
H7 3.1829 -1.1432 1.1182
H8 5.2564 -2.2852 0.3811
H9 5.1115 -4.3714 -0.9417
H10 2.9263 -5.3539 -1.4802
H11 0.8428 -4.2688 -0.6578
C14 1.5716 -4.2167 -3.9097
Se1 0.4675 -2.6380 -3.6944
C15 -1.2726 -3.5193 -3.8661
C16 -1.6633 -4.3559 -2.6645
Se2 -2.0073 -3.1662 -1.1507
C17 -1.8548 -4.4343 0.3084
H12 1.5281 -4.4909 -4.9609
H13 1.2260 -5.0376 -3.2874
H14 2.5894 -3.9474 -3.6437
H15 -1.2039 -4.1366 -4.7618
H16 -1.9791 -2.7117 -4.0589
H17 -0.8882 -5.0689 -2.3809
H18 -2.5862 -4.9025 -2.8604
H19 -0.8820 -4.9167 0.3319
H20 -2.6460 -5.1698 0.1840
H21 -2.0238 -3.8736 1.2253
C18 -3.1821 6.5937 0.9674
C19 -2.7116 6.2702 -0.4256
C20 -2.8499 7.2206 -1.4277
C21 -2.4698 6.9425 -2.7334
C22 -1.9083 5.7193 -3.0310
C23 -1.7365 4.7671 -2.0277
N5 -1.1459 3.5367 -2.4432
C24 -0.2097 2.8073 -1.7905
C25 0.6629 3.4212 -0.8544
C26 1.6446 2.7112 -0.2173
C27 1.8400 1.3442 -0.4815
C28 1.0001 0.7457 -1.3853
C29 -0.0301 1.4329 -2.0397
C30 -0.9865 0.6866 -2.8683
O1 -1.6556 1.1200 -3.7619
O2 -1.0900 -0.6432 -2.5127
C31 -2.1665 5.0086 -0.7204
C32 -2.1422 3.9540 0.3547
H22 -3.4996 7.6324 1.0287
H23 -2.3968 6.4376 1.7091
H24 -4.0321 5.9721 1.2565
H25 -3.2776 8.1847 -1.1856
H26 -2.5902 7.6857 -3.5090
H27 -1.5730 5.4957 -4.0356
H28 -1.4983 3.1447 -3.3052
H29 0.5482 4.4814 -0.6744
H30 2.3143 3.2227 0.4611
H31 2.6608 0.8041 -0.0330
H32 1.3433 -0.2684 -1.7486
H33 -1.2584 4.0312 0.9945
H34 -2.1590 2.9490 -0.0635
H35 -3.0144 4.0528 0.9986